A 16-piece molecular cluster, C64H128O48 overall at a distorted geometry, computed with ωB97M-V with the def2-TZVPD basis set.

Geometry (Å):
C: 6.37759 -3.84608 -2.31852
C: 6.86180 -2.62387 -1.61205
O: 5.70430 -1.80024 -1.15314
C: 5.13345 -0.95304 -2.00607
O: 4.51017 -0.02196 -1.54247
O: 5.36097 -1.14583 -3.31525
C: 4.60207 -0.43720 -4.30483
H: 7.11087 -4.56533 -2.58688
H: 5.90396 -3.57814 -3.32764
H: 5.60941 -4.43987 -1.79424
H: 7.47264 -1.96810 -2.25116
H: 7.32175 -2.85332 -0.70524
H: 4.89254 -0.95369 -5.26066
H: 4.88402 0.66683 -4.41797
H: 3.54191 -0.47881 -4.04926
C: 7.92460 -0.39249 2.11013
C: 7.48711 -0.37874 3.59316
O: 6.34846 -1.24122 3.69754
C: 5.12838 -0.87179 3.37266
O: 4.18206 -1.63317 3.37005
O: 5.00969 0.42362 3.13304
C: 3.64039 0.84412 3.01335
H: 8.30283 -1.39980 1.92574
H: 8.73227 0.31647 1.93482
H: 7.04605 -0.10113 1.50254
H: 7.22280 0.61047 3.92306
H: 8.18038 -0.85361 4.29334
H: 3.08227 0.25866 2.25425
H: 3.62533 1.92059 2.74765
H: 3.13377 0.68054 3.98419
C: -4.72595 4.77595 -4.19689
C: -4.59021 3.59822 -3.27107
O: -4.68059 4.00791 -1.82882
C: -4.69297 2.99220 -0.97825
O: -5.00568 3.07852 0.17214
O: -4.12613 1.87359 -1.48387
C: -3.80932 0.88385 -0.57836
H: -5.59956 5.37621 -3.97166
H: -4.77161 4.48804 -5.24134
H: -3.93675 5.48741 -4.15836
H: -3.61428 3.11902 -3.48768
H: -5.33744 2.82687 -3.40370
H: -4.62969 0.67086 0.05636
H: -3.00738 1.19449 0.09577
H: -3.38952 0.00725 -1.07616
C: -2.51205 7.41301 -0.37895
C: -1.08669 7.73751 -0.14292
O: -0.46876 6.85295 0.76074
C: 0.84500 6.79910 0.79306
O: 1.60261 7.45456 0.09077
O: 1.25443 5.94553 1.73795
C: 2.64908 6.15270 2.14313
H: -2.68745 6.33126 -0.64554
H: -2.84886 7.97062 -1.25597
H: -3.08895 7.74189 0.49874
H: -0.93120 8.75283 0.17290
H: -0.51254 7.70533 -1.06710
H: 2.91612 5.26037 2.65432
H: 2.69220 6.98579 2.75376
H: 3.33620 6.31645 1.25715
C: -3.68193 5.69031 3.59494
C: -3.87537 6.91483 4.41322
O: -4.87754 6.48503 5.37197
C: -4.62008 5.82327 6.49830
O: -5.48077 5.48971 7.30801
O: -3.30302 5.55183 6.65031
C: -3.02835 4.74211 7.76371
H: -2.95396 5.94595 2.78744
H: -4.63970 5.42206 3.18849
H: -3.33029 4.89557 4.21781
H: -4.26342 7.79118 3.87763
H: -2.97872 7.33918 4.91225
H: -3.40746 3.74918 7.66264
H: -3.45142 5.14025 8.69574
H: -1.93100 4.76101 7.94280
C: 6.04243 3.05188 4.83351
C: 4.89192 3.04363 5.73363
O: 3.87813 3.85439 5.21992
C: 2.64765 3.74407 5.77838
O: 2.39762 3.18916 6.84416
O: 1.77940 4.32494 4.93656
C: 0.47915 4.47844 5.51197
H: 6.47617 4.03250 4.81941
H: 5.88807 2.75003 3.78704
H: 6.82290 2.41860 5.33955
H: 5.13000 3.47157 6.72863
H: 4.46338 2.01319 5.90432
H: 0.30915 5.30503 6.16564
H: 0.21072 3.58286 6.03485
H: -0.31790 4.48242 4.71572
C: 0.61862 3.68947 -0.88758
C: -0.81819 3.48840 -1.10780
O: -1.29000 4.08265 -2.31856
C: -1.05752 3.31712 -3.42736
O: -0.78223 2.15857 -3.51388
O: -1.27938 4.13095 -4.45099
C: -1.39254 3.53865 -5.74726
H: 0.90848 4.74050 -1.01108
H: 1.19505 3.01866 -1.47555
H: 0.85519 3.38389 0.16602
H: -1.39383 3.97057 -0.31954
H: -1.10721 2.43396 -0.98867
H: -0.82426 2.64436 -5.83249
H: -1.05909 4.19032 -6.51683
H: -2.47544 3.29694 -5.87138
C: 4.07539 -6.95656 -7.97442
C: 3.97875 -5.48061 -7.80716
O: 3.84909 -5.16964 -6.44654
C: 2.89514 -4.28902 -6.14036
O: 2.15075 -3.72215 -6.90905
O: 2.81153 -4.13327 -4.75519
C: 1.99428 -3.09783 -4.25452
H: 3.15281 -7.40433 -7.70545
H: 4.85777 -7.42706 -7.40520
H: 4.21294 -7.17026 -9.02570
H: 3.18421 -4.98183 -8.36849
H: 4.82482 -4.93494 -8.16067
H: 2.28960 -2.90346 -3.23579
H: 0.97264 -3.38383 -4.35693
H: 2.16789 -2.27674 -4.89838
C: -2.84794 -3.61341 7.59211
C: -2.75547 -2.76116 6.38514
O: -1.40213 -2.68219 6.01805
C: -0.98178 -1.99281 4.99474
O: -1.68823 -1.22987 4.37288
O: 0.32207 -2.18958 4.85852
C: 1.02311 -1.18516 4.04260
H: -3.89984 -3.86472 7.82320
H: -2.46007 -3.11527 8.44801
H: -2.23735 -4.48273 7.39814
H: -3.18927 -1.75723 6.64914
H: -3.27779 -3.18354 5.53382
H: 0.75753 -0.19547 4.36680
H: 0.64245 -1.33466 2.99814
H: 2.07344 -1.44417 4.06862
C: -5.15812 -5.26751 -5.87266
C: -5.14355 -4.16750 -6.95144
O: -4.24238 -3.10532 -6.43821
C: -4.95801 -2.25388 -5.65734
O: -6.11149 -2.09506 -5.58008
O: -4.02207 -1.73254 -4.84298
C: -4.26095 -0.48146 -4.22428
H: -4.17901 -5.64286 -5.55719
H: -5.67103 -6.14905 -6.25275
H: -5.68448 -4.92602 -4.98837
H: -6.06353 -3.78265 -7.42759
H: -4.51143 -4.40685 -7.82945
H: -3.97132 0.36323 -4.89283
H: -3.61058 -0.45811 -3.31646
H: -5.30781 -0.26148 -3.84593
C: 1.30509 -1.22963 -0.87281
C: 1.44240 -0.22139 0.27194
O: 0.09908 0.27207 0.52235
C: -0.04761 1.13696 1.50097
O: 0.85112 1.56723 2.18593
O: -1.34159 1.48467 1.64270
C: -1.50652 2.48705 2.64582
H: 1.23260 -0.82662 -1.90822
H: 0.47631 -1.96071 -0.79641
H: 2.20885 -1.84066 -0.89273
H: 2.17695 0.56892 0.10142
H: 1.71498 -0.80363 1.20419
H: -2.59209 2.65052 2.60318
H: -0.99055 3.44659 2.44038
H: -1.16746 2.05821 3.61031
C: -2.42845 -3.75767 1.72488
C: -2.39366 -2.30461 1.28231
O: -2.92146 -2.27743 -0.07590
C: -4.19757 -2.10831 -0.19391
O: -4.95834 -1.91202 0.72234
O: -4.60109 -2.14645 -1.50651
C: -5.99520 -2.20802 -1.69538
H: -2.12108 -3.71754 2.74647
H: -1.77703 -4.40763 1.06070
H: -3.42234 -4.12381 1.68903
H: -1.42350 -1.80757 1.22788
H: -3.09087 -1.77742 1.98502
H: -6.52289 -1.33478 -1.25800
H: -6.43146 -3.05761 -1.25309
H: -6.09842 -2.24313 -2.75663
C: 1.13234 0.05946 7.82589
C: 0.22687 1.01540 8.60369
O: -0.63259 1.77981 7.70140
C: -1.66097 1.05997 7.25878
O: -1.97457 -0.09072 7.54042
O: -2.41790 1.86026 6.50122
C: -3.69059 1.42413 6.01880
H: 1.72658 -0.48853 8.54405
H: 1.71341 0.68112 7.16346
H: 0.57158 -0.66784 7.25026
H: 0.79194 1.78429 9.01025
H: -0.45366 0.57223 9.31958
H: -4.28103 2.26381 5.73871
H: -4.14762 0.84868 6.83835
H: -3.52469 0.78730 5.15347
C: 1.65184 -7.11134 -3.07958
C: 2.94595 -7.13700 -2.35839
O: 3.16351 -5.86346 -1.64345
C: 3.25039 -5.88851 -0.31241
O: 2.92255 -6.85733 0.40019
O: 3.66798 -4.72261 0.16615
C: 3.37563 -4.54280 1.57372
H: 1.52473 -6.35931 -3.86991
H: 0.76112 -7.04615 -2.48966
H: 1.56289 -8.15541 -3.45043
H: 3.79427 -7.20304 -3.01780
H: 3.10449 -7.92933 -1.60908
H: 2.31251 -4.36920 1.67540
H: 3.88508 -3.62617 1.84784
H: 3.69901 -5.36718 2.24222
C: 2.74770 3.86053 -5.33984
C: 3.06393 2.90582 -6.48876
O: 1.84558 2.21408 -6.90614
C: 1.53146 1.06910 -6.31691
O: 2.27822 0.42228 -5.61424
O: 0.33334 0.75466 -6.66379
C: -0.19246 -0.49854 -6.20032
H: 3.69642 4.29001 -5.05928
H: 2.42097 3.41345 -4.41020
H: 2.04760 4.63221 -5.67500
H: 3.81428 2.16782 -6.22919
H: 3.35733 3.43126 -7.40775
H: -0.68990 -0.24600 -5.30545
H: 0.67920 -1.11156 -6.06741
H: -0.76653 -0.97606 -6.93707
C: -4.91801 -5.77606 -1.56605
C: -3.44431 -6.17902 -1.23316
O: -2.56186 -5.21276 -1.72087
C: -2.35375 -5.31591 -3.04493
O: -2.65822 -6.27323 -3.67291
O: -1.92792 -4.20038 -3.61817
C: -1.54872 -3.04034 -2.87021
H: -5.00048 -4.68344 -1.35144
H: -5.64925 -6.30158 -0.84193
H: -5.25902 -6.06725 -2.58265
H: -3.19756 -7.15070 -1.73764
H: -3.31301 -6.07614 -0.18857
H: -1.09421 -2.31227 -3.48098
H: -0.88164 -3.33778 -2.03899
H: -2.38838 -2.54119 -2.52596

M in g/mol: 1665.7
Kohn-Sham gap in eV: 10.9
Charge: 0
Energy above the lowest of the compared OMol25 structures with the same formula, charge and spin in kJ/mol: 147.9
Electronic energy in eV: -166723.3416
Lowest unoccupied orbital energy in eV: 0.52
HOMO level in eV: -10.40